DFT (wB97M-V/def2-TZVPD) results for C12H28F4N6O13S4V as an isolated structure in a non-equilibrium geometry.

Geometry (Å):
H1 5.01226 -1.78190 -3.80218
O1 1.87679 3.39026 2.23568
N1 3.78193 -0.37680 -2.52831
H2 -2.23265 2.79588 4.69469
H3 -1.54376 -3.90905 2.10095
S1 -1.34867 -2.54895 -1.65524
S2 -2.66494 -0.68443 -1.45120
H4 -1.79479 -2.28128 1.51821
H5 -2.46742 1.22177 5.48469
O2 -1.10181 0.72745 1.41651
N2 0.14778 1.67503 -3.95724
C1 -0.25286 0.32416 -4.36489
C2 -2.81257 -2.17684 4.57597
N3 1.79679 1.22634 0.80881
O3 4.44281 1.80325 1.08577
H6 2.73864 1.33138 -1.81930
F1 0.28670 3.08709 0.40306
C3 -0.11312 2.71592 -4.93874
H7 0.50090 2.54748 -5.82346
C4 0.25359 1.97026 -2.67327
H8 4.41281 1.36023 -1.48169
H9 3.96644 1.61397 -3.12283
V1 0.46885 -0.13072 0.00890
O4 -1.13573 -2.59103 -3.07323
C5 -2.47749 1.74667 4.52946
C6 4.89052 -0.77388 -3.40574
H10 -0.76980 -2.59236 2.84963
C7 -4.10316 -3.28862 2.73596
H11 5.83046 -0.46453 -2.94867
H12 -3.47053 1.58756 4.10915
C8 -1.89317 0.90905 2.34381
O5 -3.11722 -0.69856 -2.84163
N4 -1.05766 -1.20338 -0.96833
O6 3.23537 0.73709 2.95533
C9 3.69977 1.03443 -2.23901
O7 0.05689 1.22294 -1.72590
C10 -0.14770 1.14858 4.05389
H13 3.07479 -2.19840 -2.59659
N5 -2.87465 -2.71790 3.33611
H14 0.17933 3.67978 -4.52216
H15 0.14584 0.09137 -5.35229
H16 -1.18984 2.72978 -5.10778
H17 -3.74721 -2.35391 5.13031
C11 2.82143 -1.23933 -2.11890
H18 -0.00735 -0.38316 -3.57271
H19 0.51668 3.03003 -2.53227
H20 -0.13468 0.74803 5.06755
S3 1.85208 2.75585 0.92418
H21 4.75764 -0.07955 -4.23539
O8 -3.66848 -0.97503 -0.46516
H22 -1.32885 0.30804 -4.53829
H23 0.33972 2.12351 4.04933
F2 3.58229 -0.38030 0.88339
H24 -4.89809 -3.21447 3.47804
F3 -2.48215 0.89183 -1.19793
F4 0.00936 -3.30299 -1.16062
O9 2.56564 3.39722 -0.17680
H25 0.41640 0.47023 3.41379
O10 -1.81270 -1.68306 5.04717
H26 -4.02077 -4.35447 2.52317
S4 3.32126 1.07601 1.58255
N6 -1.52945 1.12951 3.61046
O11 0.66136 -1.18238 1.19190
O12 -2.27822 -3.42016 -0.98615
H27 -2.97860 1.08992 2.30712
C12 -1.72960 -2.88464 2.42365
O13 1.93907 -1.01050 -1.29425
H28 -4.39653 -2.81528 1.79896

The LUMO energy (spin up / spin down) comes out at 2.2 / 2.2 eV. The electronic energy comes out at -4716.93729 Eh. The spin multiplicity is 3. As for the net charge: -1. The HOMO-LUMO gap (spin up / spin down) is 5.19 / 8.74 eV.

=====

DFT (wB97M-V/def2-TZVPD) results for C9H25N3O7Sr as an isolated structure in a non-equilibrium geometry.

Geometry (Å):
O1 0.12255 4.56553 0.18416
C1 3.06946 -2.17217 2.58842
C2 4.14197 0.60642 -2.26846
O2 -2.07167 -1.36344 3.57516
H1 -2.68479 -2.01701 3.96433
H2 2.17989 -2.79681 2.41323
H3 0.30656 3.46933 5.32668
H4 4.40053 -1.15685 -4.30617
C3 -5.27245 1.39784 -1.18421
O3 2.92353 -0.96124 2.66735
O4 -4.39450 0.58897 -0.91653
H5 3.31026 -4.73644 2.22228
O5 1.37033 0.34677 -1.78324
H6 -5.13601 2.48243 -1.31553
H7 5.66326 -1.17291 2.61383
H8 3.68347 1.18410 -1.46586
H9 -6.29175 -0.95367 -0.80204
H10 3.11713 -0.47185 -5.38715
C4 -7.13236 -0.36100 -1.16291
H11 5.77381 -2.29289 3.91947
H12 4.69893 -4.77589 3.30637
H13 6.34920 -2.73174 2.34540
H14 -7.24656 3.06628 -1.56783
H15 0.59496 4.59150 -0.67064
H16 -8.05456 -0.44375 -0.58775
N1 4.23583 -2.86165 2.61921
H17 -8.37863 1.90904 -0.82277
H18 4.63458 -0.26120 -1.82953
O6 0.29797 4.08225 4.56590
C5 4.29336 -4.30508 2.41086
H19 -4.26055 3.42305 2.09377
Sr1 -0.74452 1.50547 1.90431
H20 4.98789 -4.39912 1.57606
H21 4.87849 1.27650 -2.71188
H22 -7.33332 -0.61687 -2.20322
H23 4.40055 0.49978 -4.95466
C6 5.53105 -2.22674 2.85891
O7 -3.48399 3.83452 2.52059
N2 3.11723 0.11994 -3.22929
N3 -6.60119 1.04159 -1.32562
C7 1.81526 -0.05073 -2.87331
H24 1.19928 -0.49225 -3.67195
C8 -7.61347 2.04009 -1.58792
H25 -8.17516 1.88257 -2.50868
C9 3.77823 -0.29282 -4.53921

The LUMO energy comes out at 3.3 eV. The electronic energy comes out at -1079.28301 Eh. As for the net charge: -2. The HOMO-LUMO gap is 3.38 eV.

=====

DFT (wB97M-V/def2-TZVPD) results for one molecule with the formula C25H24FN7OS in a non-equilibrium geometry.

Geometry (Å):
N1 -3.19851 -0.55354 0.91200
C1 -2.04067 2.03988 0.65491
C2 1.49312 -0.82598 2.98537
H1 5.21191 1.34004 -2.56574
H2 0.70718 -4.29039 -3.24981
H3 -0.19675 0.67183 -2.96825
C3 2.37409 0.65493 1.24047
F1 5.08983 -0.64646 -0.75169
N2 -0.08962 -2.20347 1.47806
H4 -4.45480 2.65596 -0.78475
H5 6.24538 1.92681 -1.27306
O1 2.44229 -1.56953 3.06355
N3 -2.98725 -1.28553 -1.19604
C4 -4.68186 0.49399 -0.70673
C5 1.23750 -3.50108 -0.00562
C6 -3.91974 1.77985 -1.15342
C7 4.23316 1.54839 -0.67832
H6 1.65107 2.66937 1.21694
C8 4.20291 0.23187 -0.23124
H7 -3.89882 1.82005 -2.24284
C9 -2.50934 1.78727 -0.65515
C10 3.30314 -0.23242 0.70640
S1 -1.32067 -0.64525 3.22726
C11 -2.83185 2.48040 1.83143
C12 1.45085 -4.03859 -1.25211
H8 -5.29892 0.70801 0.16447
H9 0.58280 0.85139 2.19660
H10 1.94352 -3.62354 0.80003
C13 0.51910 -3.85946 -2.27804
H11 -3.49383 3.29938 1.55692
H12 -2.16476 2.80190 2.62599
C14 0.07259 -2.76605 0.24497
H13 -1.52502 1.73966 -3.45224
N4 -0.74069 1.80066 0.73708
H14 0.32315 -2.03516 4.29600
C15 0.31088 -1.00680 3.93618
C16 2.37779 1.98212 0.81170
C17 3.29330 2.41218 -0.13080
C18 -2.00717 -1.79617 -0.47832
H15 3.28112 3.44421 -0.44878
C19 -1.14532 -1.51866 1.73538
H16 -1.36543 -2.99026 -2.83461
H17 2.35006 -4.60417 -1.44478
C20 5.24149 1.98976 -1.69209
C21 -0.63148 -3.13986 -2.05806
C22 -0.87192 -2.58935 -0.79607
N5 1.41410 0.26156 2.17763
H18 5.05440 3.01415 -2.00216
H19 0.41658 -0.32736 4.78334
H20 3.33429 -1.26130 1.01961
H21 -1.86614 0.07690 -2.96124
C23 -1.23181 0.94223 -2.77044
H22 -5.30449 0.12329 -1.51864
H23 -3.43578 1.64916 2.19219
C24 -3.67138 -0.51647 -0.31860
H24 0.61059 1.19645 -0.66581
C25 -1.39180 1.37625 -1.36004
N6 -0.36095 1.40090 -0.48712
N7 -2.13145 -1.34394 0.81813

The LUMO energy comes out at 0.2 eV. The SMILES is Cc1ccc(NC(=O)CSc2nc3ccccc3c3nc(CCc4c(C)n[nH]c4C)nn23)cc1F. The electronic energy comes out at -1923.73698 Eh. The HOMO-LUMO gap is 8.60 eV.

=====

Question: Among the records above, which one has the lowest electronic energy?
Answer: C12H28F4N6O13S4V

=====

Question: Which formula does entry 2 have?
Answer: C9H25N3O7Sr